{
  "formula": "C19H24BrN2O3",
  "method": "ωB97M-V/def2-TZVPD",
  "total_charge": 1,
  "fmax_ev_per_a": 0.95,
  "total_energy_ha": -3647.41353,
  "homo_ev": -10.7,
  "smiles": "CC[C@H](Br)OC(=O)c1cc[nH+]c(CCCNCc2ccccc2O)c1",
  "spin_multiplicity": 1,
  "elements": ["C", "C", "C", "Br", "O", "C", "O", "C", "C", "C", "N", "C", "C", "C", "C", "N", "C", "C", "C", "C", "C", "C", "C", "O", "C", "H", "H", "H", "H", "H", "H", "H", "H", "H", "H", "H", "H", "H", "H", "H", "H", "H", "H", "H", "H", "H", "H", "H", "H"],
  "coordinates": [[-3.5994, -0.1928, -4.1538], [-3.2246, 1.2965, -4.0793], [-2.6597, 1.7554, -2.7668], [-1.0832, 0.7483, -2.2166], [-3.6836, 1.6496, -1.7587], [-3.7200, 2.7111, -0.9265], [-4.5799, 3.5215, -0.9522], [-2.6672, 2.7675, 0.1304], [-2.1164, 3.9849, 0.5096], [-1.1720, 3.9819, 1.5026], [-0.7859, 2.8235, 2.0797], [-1.2800, 1.6288, 1.7276], [-0.7931, 0.3708, 2.3699], [0.6224, 0.4769, 2.9486], [1.4069, -0.8368, 2.9789], [1.1412, -1.6786, 1.8177], [1.9944, -2.8986, 1.7877], [2.8883, -2.9017, 0.5760], [2.7169, -3.8633, -0.4144], [3.5239, -3.8664, -1.5414], [4.5158, -2.9120, -1.7053], [4.6984, -1.9480, -0.7255], [3.8922, -1.9604, 0.4011], [4.0685, -0.9970, 1.3831], [-2.2522, 1.5990, 0.7339], [-4.6577, -0.3143, -3.9552], [-3.0565, -0.8015, -3.4386], [-3.3703, -0.5601, -5.1448], [-2.4879, 1.5284, -4.8444], [-4.1057, 1.8965, -4.2873], [-2.3507, 2.7935, -2.8397], [-2.4246, 4.9008, 0.0395], [-0.7178, 4.8959, 1.8423], [-0.0820, 2.8705, 2.8070], [-1.5278, 0.0829, 3.1203], [-0.8470, -0.3777, 1.5869], [1.1734, 1.2293, 2.3852], [0.5563, 0.8328, 3.9759], [1.2113, -1.3571, 3.9225], [2.4567, -0.5763, 2.9474], [0.1889, -2.0148, 1.8872], [1.3424, -3.7607, 1.6999], [2.5655, -3.0030, 2.7088], [1.9588, -4.6241, -0.3111], [3.3915, -4.6162, -2.3062], [5.1310, -2.9309, -2.5891], [5.4631, -1.1917, -0.8111], [5.0083, -0.8199, 1.4773], [-2.6709, 0.6575, 0.4207]],
  "atomic_forces_ev_per_a": [[-0.0735, 0.4268, 0.1252], [0.2135, -0.7239, -0.1980], [-0.5254, 0.0949, 0.2060], [0.2095, -0.0126, -0.1218], [0.3260, -0.1485, -0.3516], [-0.0851, -0.1910, 0.2069], [-0.6528, 0.6902, -0.0843], [0.3897, -0.4236, 0.0403], [0.1772, -0.0946, 0.3347], [-0.2337, 0.2182, -0.2805], [-0.1647, 0.2900, -0.1789], [-0.3920, -0.3144, -0.0861], [0.2058, 0.2886, -0.0129], [-0.3560, -0.0037, 0.1145], [-0.0972, 0.0091, -0.1623], [-0.0496, -0.2621, 0.3657], [-0.1041, 0.5102, -0.5330], [-0.1250, -0.2742, 0.0529], [0.3269, 0.2906, -0.1555], [0.0642, -0.0835, -0.2025], [-0.1901, -0.0192, 0.2587], [-0.0965, -0.2294, -0.0037], [0.2440, 0.3404, 0.1285], [-0.1836, -0.2803, 0.0692], [0.1127, 0.2229, 0.1846], [-0.1493, -0.1480, -0.0277], [0.1547, -0.0289, 0.0621], [-0.1154, -0.1923, -0.1768], [0.1357, 0.0900, -0.0273], [-0.0530, 0.2530, 0.0415], [0.1964, 0.0849, 0.0421], [-0.0504, 0.2016, -0.0219], [0.2085, 0.0043, 0.1975], [0.0447, -0.1378, -0.0044], [-0.0692, -0.0799, 0.1960], [0.0956, -0.1140, -0.1340], [0.2315, -0.1209, -0.2241], [0.0659, 0.1746, 0.1259], [-0.0316, -0.0520, 0.0882], [0.2001, -0.0743, 0.1484], [-0.0048, 0.0064, -0.0499], [-0.0605, -0.2170, 0.1209], [0.0953, 0.0603, 0.1134], [-0.1482, -0.0576, 0.1086], [-0.0784, -0.1081, -0.0275], [0.1420, 0.0714, -0.0955], [0.1209, 0.1158, -0.0903], [0.0800, 0.0974, -0.0889], [0.0492, -0.1499, 0.0076]],
  "mulliken_charge": [-1.020, -0.579, -0.179, -0.116, -0.312, 0.056, -0.452, 0.517, -0.606, -0.590, 0.051, 0.244, -0.241, -1.029, -0.833, -0.257, -1.033, 0.822, -0.714, -0.677, -0.540, -0.642, 0.733, -0.504, -0.256, 0.292, 0.307, 0.338, 0.358, 0.315, 0.566, 0.515, 0.425, 0.274, 0.274, 0.357, 0.616, 0.350, 0.415, 0.275, 0.237, 0.451, 0.331, 0.326, 0.391, 0.389, 0.378, 0.301, 0.678]
}

***

{
  "formula": "C19H24ClCrO5PS3",
  "method": "ωB97M-V/def2-TZVPD",
  "s_squared": 2.0244,
  "de_lowest_kj_mol": 0.0,
  "fmax_ev_per_a": 3.25,
  "total_energy_ha": -4155.25894,
  "homo_ev": [-7.6, -6.6],
  "spin_multiplicity": 3,
  "elements": ["Cr", "Cl", "C", "C", "C", "C", "O", "C", "C", "O", "C", "H", "H", "H", "H", "C", "C", "O", "P", "S", "S", "O", "C", "C", "H", "H", "H", "H", "H", "H", "H", "H", "H", "H", "C", "C", "C", "C", "C", "C", "C", "S", "C", "O", "H", "H", "H", "H", "H", "H", "H", "H", "H", "H"],
  "coordinates": [[0.7435, 0.7968, 1.1240], [5.3467, -0.3987, 6.7748], [4.1346, -0.1774, 5.6525], [2.7924, 0.0715, 6.1636], [1.8117, 0.4148, 5.2786], [2.0014, 0.5037, 3.8654], [0.9879, 0.9181, 3.1732], [3.3146, 0.1075, 3.3652], [3.5811, -0.0008, 1.9925], [2.7090, 0.1314, 1.0685], [4.3482, -0.1804, 4.2785], [2.6957, 0.0540, 7.2712], [0.8100, 0.6532, 5.6275], [4.5801, -0.2574, 1.6365], [5.3486, -0.4051, 3.9209], [-5.4573, 0.7248, 0.3065], [-4.3526, 0.5271, -0.7159], [-3.1919, -0.2066, -0.1685], [-2.3224, 0.1554, 1.1096], [-0.8811, -1.2039, 1.2851], [-1.4598, 1.9614, 1.0811], [-3.3380, 0.1427, 2.3774], [-3.7354, -1.0874, 3.0254], [-2.8404, -1.2555, 4.2244], [-6.3685, 1.0114, -0.2362], [-5.2276, 1.4976, 1.0478], [-5.6843, -0.1994, 0.8593], [-3.9530, 1.4193, -1.1955], [-4.7093, -0.1442, -1.5014], [-3.6551, -1.9100, 2.3099], [-4.8088, -1.0042, 3.2830], [-1.8047, -1.4969, 3.9337], [-3.2810, -1.9799, 4.9150], [-2.7770, -0.2956, 4.8002], [0.0816, -0.3347, -7.6491], [0.4140, -0.3037, -6.2052], [-0.3534, 0.4727, -5.3159], [0.0057, 0.5468, -3.9759], [1.1398, -0.1715, -3.5056], [1.9032, -0.9064, -4.4128], [1.5490, -0.9774, -5.7357], [1.7642, -0.0320, -1.8205], [3.3212, 0.7968, -2.1969], [0.9120, 1.0360, -0.9724], [-0.8269, 0.2516, -7.8092], [-0.1431, -1.3278, -8.0140], [0.9054, -0.0155, -8.3016], [-1.2831, 0.9197, -5.6733], [-0.5743, 1.1477, -3.2633], [2.8174, -1.4043, -4.0573], [2.1616, -1.5508, -6.4222], [3.0843, 1.7866, -2.5959], [4.0215, 0.2338, -2.8243], [3.7429, 0.9453, -1.1825]],
  "atomic_forces_ev_per_a": [[-0.2371, -0.5140, 0.6864], [1.5632, -0.4049, 1.0995], [-2.5285, 0.4800, -1.9876], [1.5353, 0.1583, -0.4199], [-0.3030, -0.0049, 0.7491], [-0.2140, -0.1110, -0.4930], [1.0435, -0.3808, -0.7153], [-1.0703, 0.3903, 0.2848], [-1.6475, 0.1139, -1.4734], [0.6292, 0.0737, 0.8352], [0.3026, -0.1125, 1.9022], [-0.3244, -0.0097, -1.0260], [0.1426, -0.0301, -0.0460], [0.2337, -0.0055, 0.2507], [-0.0955, 0.0268, -0.1011], [-0.2133, 0.3073, 0.0353], [0.6610, -1.0112, 0.4806], [-0.7312, 0.0902, -0.3089], [0.4197, 0.4886, 0.9080], [0.4513, 0.0481, -0.3958], [-0.1984, -0.0465, -0.1619], [0.0361, 0.0809, -0.8351], [-0.0100, 0.2807, -0.3143], [0.1396, 0.6251, 0.9654], [0.1660, 0.0360, 0.1554], [0.0135, -0.1206, -0.2150], [0.2142, 0.1887, -0.3366], [-0.2161, 0.2598, 0.2765], [0.1189, 0.0883, 0.0604], [0.1271, -0.1018, 0.1063], [0.5562, 0.2059, -0.0121], [-0.5639, -0.1615, 0.1191], [0.3239, -0.2239, -0.1094], [-0.2105, -0.6595, -0.5941], [-0.4578, 0.0051, -0.6896], [0.3795, 0.3375, 0.5898], [0.3030, -0.9370, -0.1042], [0.5988, -0.3596, 1.0718], [-1.0340, 1.4851, -0.7840], [0.6017, -0.1975, 1.2142], [-0.5271, 0.2605, -0.3430], [-1.1004, 0.7430, 1.3064], [0.0253, 0.7991, 1.1409], [1.4959, -1.7517, -1.8952], [0.2965, 0.1324, -0.3277], [-0.1291, -0.4956, 0.1522], [-0.2253, 0.3518, 0.3149], [0.4054, 0.1438, 0.1325], [0.2670, -0.3016, -0.2869], [-0.4739, 0.0816, -0.2269], [-0.0565, 0.0370, -0.0025], [0.0621, -0.2033, -0.1961], [-0.5142, -0.0196, 0.1325], [-0.0304, -0.1552, -0.5683]],
  "mulliken_spin": [2.059, 0.000, 0.005, -0.007, 0.007, -0.022, -0.004, 0.021, -0.021, 0.002, -0.004, 0.000, 0.001, -0.002, 0.000, 0.000, 0.000, -0.001, -0.014, -0.012, -0.012, -0.001, -0.001, 0.001, 0.000, 0.000, 0.000, 0.001, 0.000, 0.001, 0.000, -0.001, 0.000, 0.000, 0.000, 0.000, 0.001, 0.001, 0.001, -0.001, 0.000, 0.003, 0.001, -0.002, 0.000, 0.000, 0.000, 0.000, 0.000, 0.000, 0.000, 0.000, 0.000, 0.000]
}

***

{
  "formula": "C19H24ClF3N5O6RbS",
  "method": "ωB97M-V/def2-TZVPD",
  "total_charge": -2,
  "de_lowest_kj_mol": 2.2,
  "fmax_ev_per_a": 0.62,
  "total_energy_ha": -2645.63503,
  "homo_ev": -2.0,
  "spin_multiplicity": 1,
  "elements": ["Rb", "C", "C", "N", "C", "C", "C", "C", "C", "C", "C", "N", "C", "C", "N", "N", "H", "H", "H", "H", "H", "H", "H", "H", "H", "H", "H", "H", "H", "H", "H", "H", "H", "H", "F", "C", "F", "F", "C", "C", "C", "C", "N", "C", "S", "H", "H", "H", "C", "C", "O", "O", "H", "H", "H", "O", "Cl", "O", "O", "O"],
  "coordinates": [[-0.8413, 1.0557, -1.4459], [3.0454, -0.9292, -0.9231], [3.1168, 0.4934, -1.4757], [2.1366, 1.3954, -0.9046], [2.3910, 1.9353, 0.4063], [2.2647, 0.9112, 1.5191], [3.2156, 0.8716, 2.5341], [3.1103, -0.0987, 3.5160], [2.0795, -1.0161, 3.4385], [1.1612, -0.9041, 2.3947], [0.0050, -1.8961, 2.2947], [-0.5835, -2.1333, 1.0042], [0.0992, -3.0324, 0.0923], [1.5545, -2.7310, -0.2759], [1.7175, -1.4974, -1.0056], [1.2384, 0.0577, 1.4811], [3.3401, -0.9392, 0.1323], [3.8095, -1.5238, -1.4558], [2.9389, 0.4536, -2.5505], [4.1518, 0.8520, -1.3155], [1.8894, 2.1191, -1.5632], [1.6545, 2.7223, 0.5917], [3.3954, 2.3889, 0.4953], [4.0368, 1.5775, 2.5341], [3.8418, -0.1561, 4.3146], [1.9823, -1.8174, 4.1622], [-0.7818, -1.5200, 2.9622], [0.3364, -2.8531, 2.7135], [-0.8274, -1.2523, 0.5669], [-0.5101, -3.0612, -0.8148], [0.0812, -4.0416, 0.5282], [1.9633, -3.6152, -0.8018], [2.1355, -2.6434, 0.6502], [1.3788, -1.5257, -1.9611], [-6.3835, -1.1966, -0.8717], [-5.8743, -1.6583, 0.2864], [-6.9394, -1.6946, 1.1495], [-5.5475, -2.9480, 0.0905], [-4.7617, -0.8168, 0.8381], [-4.9534, -0.1996, 2.0598], [-3.9559, 0.5929, 2.6081], [-2.7864, 0.7152, 1.8772], [-2.5694, 0.1263, 0.7119], [-3.5323, -0.6449, 0.1256], [-3.2074, -1.3509, -1.4042], [-5.8899, -0.3368, 2.5836], [-4.0838, 1.1008, 3.5541], [-1.9714, 1.3363, 2.2404], [0.7887, 1.6827, -5.7073], [1.4074, 0.7508, -4.6532], [2.5214, 0.2563, -4.9272], [0.7481, 0.5903, -3.5898], [0.9728, 1.2886, -6.7074], [1.2785, 2.6567, -5.6314], [-0.2789, 1.8131, -5.5359], [-0.7782, 3.3033, 1.0065], [-1.1069, 4.0633, -0.1849], [0.0128, 3.9920, -1.1063], [-1.3653, 5.4412, 0.1692], [-2.2712, 3.4905, -0.8207]],
  "atomic_forces_ev_per_a": [[0.1959, -0.3411, -0.0911], [-0.0777, 0.0454, -0.0133], [0.0221, -0.0170, 0.0210], [-0.0495, -0.0266, 0.0503], [-0.0380, 0.0027, 0.0038], [-0.0256, -0.0394, -0.0423], [0.0438, 0.0011, 0.0082], [0.0104, -0.0332, 0.0383], [0.0185, -0.0152, -0.0173], [0.0145, -0.0352, -0.0770], [-0.0204, 0.0594, -0.0534], [0.2073, 0.0501, 0.0026], [-0.0132, 0.0258, 0.0562], [-0.0439, 0.0451, -0.0234], [0.0787, 0.0309, 0.1011], [-0.0658, 0.0753, 0.0641], [-0.0048, -0.0084, -0.0032], [0.0139, -0.0109, -0.0270], [-0.0030, -0.0035, -0.0065], [0.0123, 0.0203, 0.0014], [-0.0273, 0.0513, 0.0336], [0.0035, -0.0006, -0.0105], [0.0246, 0.0120, 0.0110], [-0.0136, 0.0070, -0.0201], [-0.0004, 0.0033, -0.0002], [0.0000, 0.0032, -0.0032], [-0.0086, -0.0149, -0.0027], [0.0105, 0.0009, 0.0375], [-0.1345, -0.0832, -0.0638], [-0.0014, -0.0288, -0.0006], [-0.0428, -0.0100, -0.0089], [0.0080, -0.0172, -0.0161], [0.0167, 0.0014, -0.0143], [-0.0053, 0.0368, 0.0052], [0.0033, -0.0384, 0.0289], [0.0092, 0.0799, 0.0130], [-0.0179, -0.0175, -0.0281], [0.0083, 0.0058, -0.0057], [0.0405, -0.0150, -0.0444], [0.0111, -0.0195, -0.0148], [-0.0860, -0.0600, -0.0032], [0.1339, 0.0449, -0.0439], [-0.3049, -0.1538, -0.0887], [0.0392, 0.0134, 0.1468], [-0.0533, 0.0561, 0.1791], [-0.0014, 0.0041, 0.0045], [0.0064, 0.0020, -0.0078], [0.0003, -0.0085, -0.0300], [-0.0105, -0.0121, 0.0118], [0.0264, -0.1159, 0.1197], [-0.0230, 0.0129, 0.0121], [0.1257, -0.0089, -0.2854], [0.0030, 0.0253, -0.0116], [-0.0180, 0.0085, -0.0227], [-0.0049, 0.0188, -0.0176], [-0.0569, 0.0510, -0.1653], [0.0323, 0.5442, 0.2910], [0.0091, -0.0084, 0.0357], [0.0688, -0.2804, -0.0841], [-0.0459, 0.0848, 0.0714]],
  "mulliken_charge": [0.836, -0.832, -0.970, 0.418, -1.268, 0.728, -0.928, -0.535, -1.136, 1.109, -1.425, 0.464, -1.044, -0.870, 0.265, 0.521, 0.340, 0.446, 0.096, 0.293, 0.387, 0.212, 0.280, 0.426, 0.390, 0.430, 0.345, 0.403, -0.258, 0.304, 0.450, 0.470, 0.365, 0.246, -0.245, 0.651, -0.338, -0.244, -0.142, -0.071, -1.088, -0.437, 0.101, 0.090, -0.490, 0.429, 0.384, 0.430, -1.071, 0.563, -0.754, -0.484, 0.316, 0.220, 0.239, -0.531, 1.528, -0.624, -0.750, -0.641]
}